Below is FFeH14O7 as an isolated structure, with properties calculated with ωB97M-V/def2-TZVPD.

The HOMO energy (alpha / beta) is -13.5 / -13.5 eV. As for the multiplicity: 5. The calculation puts the relative energy (zero: lowest compared OMol25 entry of this formula, charge and spin) at 9.968 eV. The value obtained for the calculated total energy is -1898.1220 a.u. Its net charge is +1.

```
23
FFeH14O7 (ωB97M-V/def2-TZVPD)
Fe 1.339 -1.936 -2.506
F -0.006 0.750 -0.359
O -1.181 -4.581 -0.701
H -2.054 -4.292 -0.436
H -1.128 -5.490 -0.405
O 4.587 0.370 -3.221
H 4.595 1.327 -3.260
H 5.231 0.098 -3.874
O 1.878 5.258 0.297
H 1.450 4.439 0.044
H 2.808 5.103 0.130
O -1.446 -1.022 -5.254
H -1.600 -1.008 -6.198
H -2.162 -0.504 -4.886
O 1.711 0.161 4.320
H 2.569 -0.256 4.244
H 1.469 0.378 3.420
O -3.468 -2.244 3.690
H -2.639 -1.776 3.590
H -3.976 -2.000 2.916
O -2.953 2.662 2.771
H -2.519 2.141 2.095
H -2.505 2.424 3.582
```

Atomic partial charges in e from the natural (NBO) method, atoms 1 to 8: atom 1 (Fe): 0.9977, atom 2 (F): -0.0002, atom 3 (O): -0.9646, atom 4 (H): 0.4797, atom 5 (H): 0.4856, atom 6 (O): -0.9626, atom 7 (H): 0.4815, atom 8 (H): 0.4822